# 1
This record from the OMol25 dataset describes C5H8O2 in the gas phase. The level of theory is ωB97M-V with the def2-TZVPD basis set.

```
15
Properties=species:S:1:pos:R:3:forces:R:3
O -0.3866 1.6736 0.6332 -0.1 0.0 0.0
C 0.5636 1.2807 -0.3495 0.2 0.0 -0.3
C 1.0397 -0.1600 -0.2102 0.0 0.0 0.1
C -0.1808 -1.0791 -0.1513 0.1 0.3 0.2
O 0.2070 -2.4323 -0.1743 -0.2 -0.1 0.0
C -1.1152 -0.7424 0.9336 0.1 0.3 -0.1
C -1.0639 0.6507 1.3224 -0.2 -0.2 -0.1
H -0.4942 0.3535 2.2502 0.0 -0.1 0.1
H 1.4041 1.9781 -0.2754 -0.1 -0.1 0.0
H 0.1077 1.4239 -1.3390 0.0 0.0 0.1
H 1.6288 -0.2905 0.7064 -0.1 0.0 -0.1
H 1.6871 -0.4202 -1.0532 -0.1 0.0 0.1
H -0.8280 -0.8419 -1.0334 0.0 0.0 0.1
H -0.4502 -2.8919 0.3684 0.1 0.0 -0.1
H -2.0015 1.0671 1.7077 0.2 -0.1 0.0
```
Positions in Å, forces in eV/Å.

Computed properties:
* electronic energy: -345.65499 Eh
* 2S+1: 1
* relative energy (zero: lowest compared OMol25 entry of this formula, charge and spin): 94.1 kcal/mol

=====

# 2
This record from the OMol25 dataset describes 5 unconnected molecules or ions with the total composition C26H55N6O6 in a non-equilibrium geometry. The level of theory is ωB97M-V with the def2-TZVPD basis set.

```
93
Properties=species:S:1:pos:R:3:forces:R:3
C -0.8379 0.4756 2.8506 -1.5 1.2 1.3
N -0.7127 0.2836 1.3850 3.4 -2.1 0.3
C 0.4562 1.0715 0.9239 0.2 2.0 -0.6
C -0.6720 -1.1056 0.9750 -2.2 -1.9 1.1
O -1.6103 -1.8413 1.3910 2.4 2.0 -1.1
C 0.3753 -1.7787 0.0019 -0.1 0.0 -0.7
C 1.3187 -2.8867 0.6668 1.0 -0.1 -0.8
C 2.1677 -3.5044 -0.5781 -1.3 0.2 0.4
C 0.5627 -4.1179 1.3360 0.1 -0.3 -0.2
C 0.7017 -4.2980 2.9123 -2.1 -3.0 0.5
C -0.8037 -4.5419 3.4768 0.4 -1.2 -0.3
C 1.4536 -5.7026 3.1986 0.9 0.7 -0.4
N 1.2474 -3.1487 3.6766 -1.4 0.5 -2.5
O 0.2633 -2.2828 3.7991 1.5 -0.2 0.6
C 2.4721 -2.5436 3.1071 2.3 2.3 0.7
C 2.7107 -1.1686 3.9351 1.3 -0.2 -0.9
C 3.8177 -3.3865 3.3292 -0.6 -0.4 1.0
C 2.3947 -2.1200 1.5745 -0.2 0.2 -0.1
H -1.3382 -0.3683 3.4088 0.7 0.7 -1.1
H -1.5107 1.3957 3.0024 0.9 -1.2 -0.1
H 0.1367 0.7258 3.3839 -1.0 -0.5 -1.0
H 1.3941 0.9356 1.5623 -1.2 -0.1 -0.8
H 0.1674 2.1765 1.0519 0.4 -1.5 -0.2
H 0.6819 0.9594 -0.1897 -0.4 -0.1 1.7
H 1.0578 -1.0551 -0.5487 -1.1 -0.9 1.0
H -0.2286 -2.3075 -0.8189 0.6 0.8 1.2
H 2.4075 -2.6302 -1.2570 0.1 -1.2 0.6
H 1.4584 -4.2393 -1.1011 1.2 1.0 0.4
H 3.0953 -4.0643 -0.2137 -1.3 0.8 -0.5
H 0.9736 -5.0813 0.8631 -0.4 1.4 0.7
H -0.5518 -4.1335 1.0685 1.7 0.4 0.4
H -1.5802 -3.9309 2.9298 1.0 -0.4 1.0
H -1.0236 -5.6430 3.2436 0.1 1.5 0.3
H -0.8519 -4.4534 4.6095 0.0 0.2 -1.5
H 2.4633 -5.7122 2.6533 -1.3 -0.1 0.9
H 1.6357 -5.8452 4.3074 -0.3 0.1 -1.3
H 0.8567 -6.5785 2.7796 0.6 1.3 0.6
H 2.8853 -1.3598 5.0387 -0.6 0.2 -1.2
H 3.7050 -0.7614 3.5276 -1.3 -0.5 0.6
H 1.9339 -0.3807 3.7073 0.7 -1.2 0.6
H 4.0053 -4.1487 2.5067 -0.2 1.0 1.1
H 4.7000 -2.6738 3.4362 -1.2 -0.9 -0.5
H 3.7336 -3.9143 4.3459 0.2 0.5 -1.5
H 2.1906 -0.9950 1.4928 0.2 -1.6 0.3
H 3.4415 -2.2570 1.1285 -1.5 0.1 0.7
C -2.6588 1.0245 -0.5437 -1.1 -0.3 0.2
O -1.8329 1.5468 -1.2780 -0.1 0.1 -0.1
N -4.0073 1.0816 -0.7146 0.7 0.0 0.0
C -4.9234 0.4341 0.2007 0.0 0.1 -0.2
C -4.5444 1.8127 -1.8473 0.5 -0.1 -0.1
H -2.3592 0.4467 0.3436 -0.4 0.3 -0.3
H -5.5210 -0.2977 -0.3492 -0.1 0.0 0.2
H -5.5832 1.1878 0.6387 -0.1 -0.1 0.1
H -4.3819 -0.0749 0.9995 0.1 0.0 -0.1
H -4.1563 1.3753 -2.7720 -0.1 0.0 0.0
H -4.2202 2.8494 -1.7884 -0.1 -0.2 -0.1
H -5.6333 1.7691 -1.8496 0.1 0.0 0.1
C 2.2330 0.2642 -3.2560 -0.3 0.5 -0.5
O 1.9175 -0.2358 -2.1906 0.1 0.2 -0.1
N 1.5485 1.2510 -3.8889 0.6 -0.5 0.2
C 1.9844 1.7982 -5.1571 -0.2 0.0 0.2
C 0.3400 1.7743 -3.2734 0.0 -0.3 0.2
H 3.1313 -0.0604 -3.8053 0.0 0.0 -0.1
H 2.1690 2.8690 -5.0399 0.0 0.0 -0.2
H 1.1995 1.6436 -5.9017 0.1 0.1 -0.1
H 2.9002 1.3132 -5.4980 -0.1 0.0 0.1
H 0.5836 2.1806 -2.2897 -0.2 0.0 0.0
H -0.3795 0.9637 -3.1456 0.0 0.2 0.1
H -0.0967 2.5565 -3.8942 0.1 -0.1 0.0
C -5.4310 5.1834 -2.6383 -0.3 0.1 -0.2
O -5.4828 4.5548 -1.5991 -0.3 0.3 -0.2
N -6.3625 5.1381 -3.6303 0.6 0.2 0.3
C -6.2329 5.9177 -4.8444 -0.2 -0.2 0.1
C -7.5215 4.2817 -3.4654 0.1 -0.1 0.3
H -4.5933 5.8628 -2.8632 0.0 0.0 -0.1
H -7.0925 6.5868 -4.9333 0.1 0.0 -0.2
H -6.2079 5.2415 -5.7027 0.0 0.2 -0.1
H -5.3183 6.5115 -4.8311 -0.1 -0.1 0.1
H -8.0695 4.5868 -2.5709 -0.1 -0.1 -0.1
H -7.1899 3.2489 -3.3362 -0.2 0.0 0.0
H -8.1739 4.3504 -4.3359 0.1 0.1 0.0
C 5.7724 0.2803 0.7752 -0.3 0.3 0.0
O 5.9076 -0.3240 1.8219 -0.2 0.1 0.0
N 4.9916 1.3814 0.6001 0.5 -0.5 -0.2
C 4.8783 2.0501 -0.6797 -0.2 0.0 0.3
C 4.2495 1.9002 1.7324 0.1 -0.2 0.2
H 6.2920 -0.0315 -0.1451 0.0 0.1 -0.1
H 5.2140 3.0851 -0.5736 0.0 0.0 -0.2
H 3.8325 2.0372 -0.9984 0.1 0.1 -0.2
H 5.4879 1.5527 -1.4352 0.0 0.0 0.1
H 4.9486 2.1666 2.5287 -0.2 0.0 0.1
H 3.5770 1.1228 2.1024 0.0 0.2 0.1
H 3.6717 2.7782 1.4429 0.1 -0.1 -0.1
```
Positions in Å, forces in eV/Å.

Computed properties:
* electronic energy: -1803.47974 Eh
* 2S+1: 2